*P*
The following is a DFT calculation (ωB97M-V/def2-TZVPD) of the ion C3H2NO2S with charge -1.

The net charge is -1. The calculation puts the HOMO energy at -4.0 eV. The calculation puts the HOMO-LUMO gap at 0.2891 Eh.

Each line ends with the natural charge from an NBO analysis.
Atoms and positions in Å:
C 1.1705 1.0965 -0.4760  0.262
C -0.2512 -0.8709 -1.0175  -0.346
C 0.3108 0.0630 -0.2232  -0.354
N 1.9750 1.9302 -0.6896  -0.382
O -0.6020 -1.2619 1.9650  -1.032
O -1.4154 1.0810 1.4982  -1.033
S -0.1986 0.1706 1.6725  1.468
H -1.1372 -1.4120 -0.6946  0.233
H 0.1480 -0.7966 -2.0351  0.184

*Q*
The following is a DFT calculation (ωB97M-V/def2-TZVPD) of a cluster of 2 separate species, C3H2NO2S in total.

The net charge is -1. The calculation puts the HOMO energy (alpha / beta) at -1.6 / -1.6 eV. The calculation puts the HOMO-LUMO gap (alpha / beta) at 0.1613 / 0.1612 Eh.

Each line ends with the natural charge from an NBO analysis.
Atoms and positions in Å:
C -0.2985 1.1984 -0.6811  -0.489
C -0.8074 -1.8329 0.6445  0.402
C 0.6319 1.5621 0.2023  0.586
N 1.0004 0.6626 -0.9377  -0.761
O 1.1833 2.1877 1.0588  -0.679
O -1.7686 -1.7127 1.3230  -0.490
S 0.1618 -2.4677 -0.3857  -0.007
H -1.1919 0.6895 -0.5680  0.152
H 1.0890 -0.2870 -0.6562  0.286

Need the numbers? Relative energies in kcal/mol: *P* 0.0; *Q* 50.0.

*P*
The following is a DFT calculation (ωB97M-V/def2-TZVPD) of the molecule C17H17N3O3S2.

The net charge is 0. The calculation puts the HOMO energy at -8.3 eV. The SMILES is Cc1ccc(O)c(CNc2ccc(S(=O)(=O)Nc3nccs3)cc2)c1. The calculation puts the HOMO-LUMO gap at 0.3209 Eh.

Each line ends with the natural charge from an NBO analysis.
Atoms and positions in Å:
C -1.3564 -2.8603 0.2475  -0.632
C -2.3062 -1.7106 0.1061  -0.027
C -3.5542 -1.8674 -0.4785  -0.183
C -4.4187 -0.7946 -0.5980  -0.306
C -4.0501 0.4615 -0.1374  0.364
O -4.8783 1.5410 -0.2620  -0.693
C -2.8029 0.6371 0.4688  -0.117
C -2.3714 2.0079 0.9371  -0.239
N -1.3735 2.5797 0.0532  -0.571
C -0.0460 2.2696 0.0778  0.214
C 0.6142 1.8415 1.2406  -0.260
C 1.9641 1.5666 1.2208  -0.147
C 2.6809 1.7181 0.0478  -0.429
S 4.3793 1.2252 -0.0247  2.327
O 4.8487 0.8590 1.2741  -0.919
O 5.1499 2.1167 -0.8322  -0.924
N 4.2931 -0.1986 -0.9521  -0.859
C 3.5732 -1.2797 -0.5566  0.234
N 3.1518 -2.2144 -1.3374  -0.488
C 2.4761 -3.1676 -0.6437  -0.044
C 2.3640 -2.9527 0.6871  -0.469
S 3.1612 -1.4767 1.1332  0.383
C 2.0651 2.1742 -1.1053  -0.149
C 0.7179 2.4527 -1.0892  -0.258
C -1.9528 -0.4520 0.5763  -0.191
H -1.7054 -3.7241 -0.3120  0.213
H -0.3651 -2.5864 -0.1098  0.229
H -1.2640 -3.1440 1.2956  0.215
H -3.8583 -2.8355 -0.8482  0.210
H -5.3886 -0.9296 -1.0591  0.204
H -5.7090 1.2611 -0.6639  0.483
H -3.2344 2.6764 0.9396  0.231
H -1.9701 1.9545 1.9492  0.208
H -1.7355 2.7893 -0.8668  0.385
H 0.0709 1.7254 2.1642  0.211
H 2.4820 1.2332 2.1057  0.243
H 4.4852 -0.1260 -1.9382  0.436
H 2.0810 -4.0069 -1.1863  0.212
H 1.8825 -3.5580 1.4265  0.239
H 2.6550 2.3051 -1.9986  0.234
H 0.2289 2.8067 -1.9851  0.213
H -0.9837 -0.3174 1.0338  0.215

*Q*
The following is a DFT calculation (ωB97M-V/def2-TZVPD) of the molecule C17H17N3O3S2.

The net charge is 0. The calculation puts the HOMO energy at -8.6 eV. The SMILES is COc1ccc(Cc2nnc(NS(=O)(=O)Cc3ccccc3)s2)cc1. The calculation puts the HOMO-LUMO gap at 0.3308 Eh.

Each line ends with the natural charge from an NBO analysis.
Atoms and positions in Å:
C 2.2586 6.3258 3.4641  -0.254
O 2.6710 5.3032 2.5908  -0.509
C 2.2557 4.0304 2.8354  0.383
C 2.7024 3.0602 1.9350  -0.269
C 2.3451 1.7404 2.0965  -0.180
C 1.5353 1.3495 3.1589  -0.061
C 1.1330 -0.0971 3.3050  -0.470
C 0.2365 -0.4886 2.1896  0.085
N 0.4853 -1.3956 1.3255  -0.251
N -0.4597 -1.5716 0.4065  -0.342
C -1.4660 -0.7763 0.5429  0.231
N -2.5501 -0.8032 -0.2692  -0.857
S -2.3193 -1.1910 -1.9361  2.291
O -1.2101 -0.4418 -2.4273  -0.909
O -3.6063 -0.9671 -2.5152  -0.935
C -1.9419 -2.9606 -1.8572  -0.685
C -1.5612 -3.3411 -3.2446  0.023
C -2.5398 -3.6610 -4.1784  -0.220
C -2.1879 -3.9538 -5.4840  -0.206
C -0.8579 -3.9219 -5.8688  -0.206
C 0.1198 -3.5926 -4.9448  -0.194
C -0.2292 -3.2997 -3.6385  -0.215
S -1.3132 0.3178 1.9138  0.305
C 1.0855 2.3149 4.0427  -0.184
C 1.4407 3.6459 3.8930  -0.329
H 2.7076 7.2403 3.0799  0.202
H 2.6137 6.1506 4.4850  0.176
H 1.1691 6.4343 3.4715  0.176
H 3.3301 3.3725 1.1158  0.226
H 2.6928 0.9980 1.3933  0.221
H 0.6173 -0.2453 4.2565  0.229
H 2.0083 -0.7484 3.2680  0.251
H -3.2740 -0.1237 -0.0964  0.428
H -2.8528 -3.4361 -1.5088  0.249
H -1.1298 -3.0501 -1.1418  0.290
H -3.5772 -3.6722 -3.8797  0.218
H -2.9534 -4.2030 -6.2036  0.215
H -0.5846 -4.1491 -6.8884  0.214
H 1.1567 -3.5602 -5.2438  0.214
H 0.5282 -3.0326 -2.9176  0.222
H 0.4482 2.0330 4.8688  0.209
H 1.0737 4.3672 4.6059  0.220

Need the numbers? Relative energies in kcal/mol: *P* 0.0; *Q* 22.5.

*P*
The following is a DFT calculation (ωB97M-V/def2-TZVPD) of the ion C6H9N2S with charge +1.

The net charge is +1. The calculation puts the HOMO energy at -11.8 eV. The calculation puts the HOMO-LUMO gap at 0.2475 Eh.

Each line ends with the natural charge from an NBO analysis.
Atoms and positions in Å:
C -0.6135 1.2425 0.3553  0.251
C 1.0230 -0.3322 0.9029  0.060
C -0.3432 -1.8852 -1.0938  -0.410
C -0.1456 -1.2203 -2.4834  -0.423
C -0.1618 -0.4171 -1.2132  0.096
C 0.4902 1.6285 2.3170  -0.422
N 0.2820 0.6969 1.1903  -0.426
N -0.8251 0.6836 -0.8099  -0.431
S 2.0400 -1.3818 1.3812  0.343
H -1.3054 1.9643 0.5965  0.234
H -1.1657 -2.2763 -0.6914  0.228
H 0.4392 -2.6421 -0.6668  0.235
H 0.8298 -1.5178 -3.0432  0.263
H -0.9656 -1.2768 -3.1021  0.234
H 0.9506 2.6857 2.0390  0.248
H -0.3860 1.8110 2.7522  0.218
H 1.1039 1.1122 3.1737  0.256
H -1.2468 1.1251 -1.6042  0.448

*Q*
The following is a DFT calculation (ωB97M-V/def2-TZVPD) of a cluster of 2 separate species, C6H9N2S in total.

The net charge is +1. The calculation puts the HOMO energy at -13.2 eV. The calculation puts the HOMO-LUMO gap at 0.3067 Eh.

Each line ends with the natural charge from an NBO analysis.
Atoms and positions in Å:
C 0.2938 -0.4584 2.0623  0.132
C 0.5800 0.3098 1.1739  0.057
C 0.6805 2.8229 -1.2898  -0.305
C 1.7587 2.1394 -1.8301  -0.337
C 0.2629 2.1952 -0.1025  0.127
C -0.0026 -1.3316 3.1598  -0.714
N 0.8784 1.0334 0.0989  -0.461
N 0.1211 -1.2459 -1.2180  -1.155
S 2.1442 0.6933 -0.9954  0.830
H 0.5161 3.8644 -1.6510  0.287
H 2.2374 2.2634 -2.8534  0.295
H -0.5154 2.4625 0.6418  0.270
H -0.1072 -2.3381 2.9715  0.258
H 0.8208 -1.3714 4.0482  0.269
H -0.9279 -1.0049 3.6319  0.267
H -0.1916 -1.5138 -0.2730  0.368
H 0.6491 -2.0705 -1.4841  0.406
H -0.7722 -0.8185 -1.5758  0.405

Need the numbers? Relative energies in kcal/mol: *P* 50.0; *Q* 0.0.

*P*
The following is a DFT calculation (ωB97M-V/def2-TZVPD) of the molecule C7H16N2O2.

The net charge is 0. The calculation puts the HOMO energy at -8.9 eV. The SMILES is CC1(C)CO[C@@](C)(CN)N1O. The calculation puts the HOMO-LUMO gap at 0.3515 Eh.

Each line ends with the natural charge from an NBO analysis.
Atoms and positions in Å:
C 0.0685 -2.5122 -0.6790  -0.605
C -0.0005 -0.9963 -0.7899  0.073
C 0.7046 -0.6444 -2.1556  -0.616
C -1.4368 -0.5416 -0.8308  -0.065
O -1.3539 0.8848 -0.6531  -0.545
C -0.3662 1.0744 0.3814  0.400
C 0.3852 2.3226 0.1263  -0.679
C -1.1051 1.1727 1.7266  -0.254
N -0.1836 1.2815 2.9074  -0.812
N 0.5112 -0.2944 0.2794  -0.200
O 1.8565 0.0200 0.1795  -0.585
H -0.3676 -2.8510 -1.5427  0.209
H -0.2936 -2.7452 0.2881  0.213
H 1.0544 -2.7677 -0.6622  0.206
H 1.6995 -1.1902 -2.1208  0.209
H 0.8748 0.3527 -2.3362  0.215
H 0.0570 -1.0829 -2.8937  0.197
H -2.0099 -0.8563 -1.7267  0.213
H -1.8736 -0.9729 0.1639  0.160
H -0.2521 3.2242 0.4200  0.224
H 0.6151 2.7513 -0.9326  0.246
H 1.2520 2.2740 0.7126  0.226
H -1.7704 0.3400 1.7446  0.197
H -1.6465 2.0750 1.5939  0.190
H 0.0166 0.3496 3.1307  0.362
H 0.4733 1.8172 2.5054  0.346
H 2.3340 -0.5216 0.9081  0.476

*Q*
The following is a DFT calculation (ωB97M-V/def2-TZVPD) of a cluster of 2 separate species, C7H16N2O2 in total.

The net charge is 0. The calculation puts the HOMO energy at -9.1 eV. The SMILES is CCN(C)C(C)=O.CC(N)=O. The calculation puts the HOMO-LUMO gap at 0.3576 Eh.

Each line ends with the natural charge from an NBO analysis.
Atoms and positions in Å:
C 0.0909 1.8511 2.2526  -0.642
C -0.1286 0.3907 2.6422  -0.232
N -0.2187 -0.3245 1.3151  -0.480
C -1.3052 0.2906 0.5012  -0.446
C 0.4616 -1.4245 0.8281  0.679
C 1.9569 -1.6740 0.9527  -0.703
O -0.1149 -2.1915 0.1100  -0.633
H -0.7885 2.3560 1.6567  0.223
H 0.9483 2.0813 1.7315  0.214
H 0.3218 2.7642 3.0826  0.214
H 0.8857 -0.0036 2.9141  0.222
H -1.1146 0.0968 3.1146  0.222
H -0.6932 0.8467 -0.2066  0.222
H -2.1034 -0.3497 0.0148  0.223
H -2.0367 0.6634 1.2761  0.207
H 1.9434 -2.7297 1.3063  0.247
H 2.4050 -1.4856 -0.1782  0.253
H 2.3992 -0.9849 1.6899  0.204
C -0.4780 -1.1366 -3.0440  -0.777
C -0.2625 0.2658 -3.2013  0.685
N 0.0221 1.3116 -2.1309  -0.839
O -0.3157 0.9139 -4.1966  -0.574
H -0.3393 -1.6382 -3.9156  0.244
H -1.4971 -1.3670 -2.6673  0.270
H -0.1246 -1.8092 -2.1357  0.292
H -0.2434 2.2078 -2.3384  0.387
H 0.3296 1.0790 -1.3739  0.319

Need the numbers? Relative energies in kcal/mol: *P* 0.0; *Q* 27.3.